Record 1
Below is C33H54AuGeNO2Se as an isolated structure, with properties calculated with ωB97M-V/def2-TZVPD.

Values from the calculation:
- LUMO energy (alpha / beta) (eV) = -7.142 / -8.714
- HOMO level (alpha / beta) (eV) = -13.3 / -14.0
- M (g mol⁻¹) = 845.34
- orbital gap (alpha / beta) (eV) = 6.1 / 5.3
- strongest force on any atom (Eh/bohr) = 0.006
- <S²> = 2.190
- ΔE to the lowest compared entry with this formula, charge and spin (kJ/mol) = 0.0

Geometry as ORCA input:
```
! RIJCOSX wB97M-V def2-TZVPD def2/J DEFGRID3
* xyz 2 3
Au 1.958 -0.303 -2.240
C 1.567 1.925 5.240
C 0.549 1.059 4.476
C -0.739 1.862 4.303
C 0.238 -0.212 5.284
C 1.155 0.654 3.146
C 0.592 0.979 1.941
C 1.198 0.583 0.733
N 0.773 0.846 -0.500
C -0.108 1.716 -0.954
C -0.656 2.828 -0.277
C -1.625 3.588 -0.865
C -2.124 3.214 -2.174
C -1.624 2.222 -2.945
C -0.483 1.487 -2.397
O 0.158 0.692 -3.108
C -2.157 1.888 -4.335
C -2.564 0.407 -4.390
C -3.397 2.726 -4.656
C -1.092 2.193 -5.401
C -2.224 4.816 -0.209
C -1.612 5.094 1.164
C -3.738 4.603 -0.038
C -1.970 6.028 -1.122
C 2.397 -0.315 0.776
O 2.859 -0.832 -0.262
C 3.016 -0.591 2.074
C 2.386 -0.101 3.167
C 4.299 -1.414 2.152
C 4.781 -1.533 3.599
C 4.043 -2.836 1.624
C 5.414 -0.733 1.341
H 1.133 2.233 6.192
H 1.820 2.824 4.677
H 2.488 1.387 5.463
H -1.131 2.126 5.285
H -1.514 1.291 3.787
H -0.567 2.795 3.762
H -0.195 0.067 6.245
H 1.132 -0.803 5.488
H -0.481 -0.844 4.760
H -0.341 1.517 1.912
H -0.269 3.104 0.691
H -2.942 3.804 -2.559
H -3.315 0.182 -3.629
H -1.711 -0.257 -4.257
H -3.006 0.192 -5.364
H -4.200 2.561 -3.934
H -3.773 2.439 -5.637
H -3.172 3.793 -4.697
H -0.212 1.562 -5.299
H -0.780 3.237 -5.350
H -1.516 2.025 -6.392
H -1.788 4.271 1.861
H -2.077 5.983 1.589
H -0.539 5.287 1.103
H -3.945 3.736 0.592
H -4.253 4.469 -0.990
H -4.170 5.480 0.443
H -0.901 6.194 -1.269
H -2.391 6.921 -0.660
H -2.438 5.916 -2.100
H 2.811 -0.295 4.140
H 4.062 -2.057 4.232
H 4.993 -0.557 4.040
H 5.707 -2.107 3.618
H 3.250 -3.324 2.196
H 4.949 -3.432 1.746
H 3.779 -2.840 0.568
H 5.598 0.278 1.707
H 5.186 -0.685 0.279
H 6.339 -1.298 1.459
C -2.644 -4.777 -0.179
Ge -1.126 -5.734 -0.922
C -1.371 -6.245 -2.780
C -0.410 -7.143 0.202
C 0.456 -4.356 -0.840
Se 0.148 -2.893 -1.954
C 0.961 -3.533 -3.587
H -3.503 -5.447 -0.132
H -2.923 -3.923 -0.796
H -2.434 -4.432 0.834
H -2.151 -7.007 -2.822
H -0.467 -6.680 -3.207
H -1.703 -5.412 -3.400
H -1.146 -7.944 0.281
H -0.199 -6.778 1.207
H 0.502 -7.561 -0.222
H 1.370 -4.884 -1.104
H 0.457 -4.023 0.197
H 0.453 -4.451 -3.878
H 2.015 -3.721 -3.397
H 0.827 -2.766 -4.345
*
```

Record 2
Below is an isolated ion of composition C3H10NO2 and charge +1 in a non-equilibrium geometry, with properties calculated with ωB97M-V/def2-TZVPD.

Values from the calculation:
- LUMO energy (eV) = -3.454
- structure (SMILES) = C[NH2+][C@@H](O)OC
- HOMO level (eV) = -15.0
- M (g mol⁻¹) = 92.12
- orbital gap (eV) = 11.5
- strongest force on any atom (Eh/bohr) = 0.111
- ΔE to the lowest compared entry with this formula, charge and spin (kJ/mol) = 246.6

Geometry as ORCA input:
```
! RIJCOSX wB97M-V def2-TZVPD def2/J DEFGRID3
* xyz 1 1
C -2.332 -0.144 -0.094
C 2.672 0.002 -0.158
C 0.149 0.388 -0.151
N -1.016 -0.567 0.281
O 0.175 1.504 0.483
O 1.393 -0.519 0.233
H -2.962 -0.997 0.159
H -2.567 0.811 0.572
H -2.603 0.097 -1.144
H 2.942 0.916 0.326
H 2.723 0.050 -1.323
H 3.377 -0.734 0.317
H 0.078 0.392 -1.233
H -0.860 -0.544 1.288
H -0.781 -1.421 -0.133
H 0.479 1.369 1.370
*
```

Record 3
Below is an isolated ion of composition C3FNO6 and charge -2 in a non-equilibrium geometry, with properties calculated with ωB97M-V/def2-TZVPD.

Values from the calculation:
- LUMO energy (eV) = 6.857
- structure (SMILES) = O=C([O-])C(F)(C(=O)[O-])[N+](=O)[O-]
- HOMO level (eV) = -0.7
- M (g mol⁻¹) = 165.03
- orbital gap (eV) = 7.6
- strongest force on any atom (Eh/bohr) = 0.072
- ΔE to the lowest compared entry with this formula, charge and spin (kJ/mol) = 4.8

Geometry as ORCA input:
```
! RIJCOSX wB97M-V def2-TZVPD def2/J DEFGRID3
* xyz -2 1
C -0.854 -0.530 1.180
C 0.056 -0.707 -1.369
C 0.370 -0.075 0.008
N 0.441 1.306 0.029
O -1.683 0.325 1.409
O 1.079 -1.222 -1.841
O -0.629 -1.667 1.510
O -1.145 -0.671 -1.730
O 1.167 1.798 0.918
O -0.294 2.039 -0.623
F 1.491 -0.596 0.510
*
```